(1)
ORCA calculation (wB97M-V/def2-TZVPD) on 11 unconnected molecules or ions with the total composition C63H157N11O18 in a non-equilibrium geometry.

```
! RIJCOSX wB97M-V def2-TZVPD def2/J DEFGRID3
* xyz 0 1
C 27.8844 -8.8452 41.0742
C 27.5663 -8.1652 39.6701
C 28.9687 -7.9656 39.0031
C 26.6952 -9.2776 38.9330
C 26.2333 -8.8415 37.5827
C 25.3744 -7.5782 37.7305
C 26.0954 -6.4152 38.5573
C 26.9697 -5.6104 37.5953
C 24.9379 -5.5126 39.1193
N 26.7536 -6.9370 39.7783
O 27.4315 -6.0532 40.5142
H 28.3241 -9.8249 40.8875
H 28.6274 -8.4101 41.7425
H 26.8826 -8.9057 41.4995
H 29.7405 -8.5997 39.4394
H 29.0438 -8.0058 37.9165
H 29.3804 -6.9763 39.2027
H 27.2146 -10.2324 38.8526
H 25.7609 -9.4097 39.4787
H 26.9983 -8.5716 36.8547
H 25.6941 -9.5906 37.0028
H 24.3420 -7.8642 37.9317
H 25.3899 -7.2321 36.6970
H 27.5203 -6.3432 37.0055
H 27.5608 -4.7992 38.0204
H 26.3248 -4.9325 37.0361
H 24.3652 -4.9874 38.3549
H 25.3692 -4.7798 39.8012
H 24.3061 -6.0446 39.8306
H 28.3096 -5.9691 40.1355
C 33.7120 -11.6239 31.2236
O 32.9716 -12.5300 32.0100
C 32.9260 -12.0755 33.2844
C 31.8128 -12.9527 34.1258
C 31.9418 -12.5155 35.6482
N 32.1736 -14.4240 34.0351
H 33.2298 -11.5356 30.2500
H 34.6731 -12.1364 31.1810
H 33.9701 -10.6768 31.6973
H 33.9042 -12.2645 33.7265
H 32.6844 -11.0165 33.3752
H 30.8363 -12.8706 33.6485
H 32.8254 -12.9047 36.1540
H 31.0908 -12.8861 36.2197
H 31.8130 -11.4332 35.6384
H 31.5577 -15.0334 34.5542
H 32.0294 -14.6381 33.0586
C 30.4388 -17.2230 47.5542
O 30.6621 -15.8699 47.0627
C 30.3310 -14.8305 48.0096
C 30.1515 -13.5062 47.2247
C 29.7676 -12.2630 48.1065
N 29.2330 -13.6586 46.1008
H 31.0467 -17.5479 48.3986
H 30.7732 -17.8778 46.7495
H 29.4051 -17.4263 47.8339
H 29.4145 -15.1046 48.5322
H 31.2960 -14.7671 48.5125
H 31.0881 -13.2014 46.7578
H 30.4178 -12.3582 48.9762
H 28.7650 -12.5680 48.4062
H 29.9621 -11.3530 47.5389
H 28.7691 -14.5359 45.9131
H 29.8322 -13.4735 45.3091
C 34.1248 0.7168 37.5292
O 33.9178 -0.6640 37.5597
C 33.0185 -1.2330 36.6381
C 33.1713 -2.7792 36.8506
C 32.2196 -3.3577 35.8045
N 32.7422 -3.2983 38.0869
H 34.6639 1.0660 36.6486
H 34.6491 1.1824 38.3637
H 33.1060 1.0857 37.6477
H 32.0196 -0.8266 36.7967
H 33.2341 -1.1221 35.5754
H 34.2112 -3.0279 36.6385
H 32.0626 -4.4139 36.0234
H 32.6842 -3.3448 34.8185
H 31.2892 -2.8060 35.6697
H 33.2722 -4.1111 38.3673
H 32.8657 -2.5557 38.7602
C 34.9940 -8.0096 47.5875
O 35.3232 -7.5083 46.3211
C 35.0868 -6.1008 46.2056
C 35.8581 -5.6757 44.9639
N 35.0197 -5.4944 43.7650
C 34.1518 -6.6333 43.4538
C 34.7827 -7.5519 42.4467
O 34.8935 -6.7594 41.2304
C 35.3207 -7.5652 40.1492
H 33.9098 -7.9936 47.6984
H 35.4666 -7.5864 48.4739
H 35.3345 -9.0383 47.7061
H 35.7113 -5.8795 47.0711
H 34.0350 -5.8163 46.2360
H 36.7964 -6.2227 44.8712
H 36.3732 -4.7323 45.1451
H 35.6174 -5.5040 42.9509
H 33.1756 -6.3766 43.0425
H 33.9275 -7.2392 44.3317
H 34.1266 -8.4203 42.5070
H 35.8024 -7.8468 42.6945
H 35.4241 -6.7277 39.4591
H 34.5209 -8.2367 39.8368
H 36.3250 -7.9538 40.3180
C 30.1243 -0.1115 39.5173
O 29.9236 1.1092 38.8324
C 28.7158 1.1004 38.1551
C 28.6448 2.4458 37.3142
N 29.5213 2.3949 36.2071
C 29.6350 3.7402 35.5896
C 30.6315 3.6634 34.3245
O 31.8119 3.0268 34.7180
C 32.7517 2.7609 33.6289
H 29.4354 -0.0059 40.3554
H 31.1321 -0.2818 39.8960
H 29.8148 -0.9809 38.9372
H 27.7926 1.0265 38.7298
H 28.6838 0.2905 37.4264
H 28.6958 3.2790 38.0151
H 27.6444 2.5692 36.8993
H 30.4870 2.1293 36.3378
H 29.8257 4.5874 36.2483
H 28.6283 3.8665 35.1913
H 30.9150 4.6675 34.0089
H 30.1816 3.1328 33.4854
H 33.0720 3.7164 33.2133
H 32.4266 2.0135 32.9052
H 33.7222 2.3524 33.9107
C 28.7246 -5.0588 46.6501
O 29.1161 -3.8047 47.0514
C 29.8739 -3.0368 46.1258
C 30.1201 -1.6859 46.7803
N 30.7330 -0.8763 45.7450
C 32.1275 -1.2804 45.4540
C 32.8836 -0.1854 44.7813
O 32.7071 1.0630 45.4708
C 33.8059 2.0834 45.1710
H 29.4642 -5.5458 46.0145
H 27.7896 -4.9752 46.0962
H 28.5561 -5.7438 47.4811
H 29.2604 -3.0652 45.2253
H 30.8195 -3.5297 45.8998
H 30.4677 -1.5896 47.8089
H 29.1101 -1.2777 46.7431
H 30.7312 0.1085 45.9692
H 32.1382 -2.2641 44.9846
H 32.6303 -1.1547 46.4129
H 32.5157 0.0255 43.7772
H 33.9165 -0.5258 44.8544
H 34.7547 1.7258 45.5710
H 33.6118 3.0569 45.6212
H 34.0159 2.1068 44.1016
C 28.1728 -10.4335 32.7794
O 27.6592 -11.6481 33.3427
C 26.3168 -12.1950 32.9493
C 26.4342 -13.6765 32.6308
N 26.9577 -14.3591 33.8309
C 27.4611 -15.6880 33.5800
C 27.7759 -16.4388 34.8919
O 28.8047 -15.7779 35.5842
C 29.3184 -16.4237 36.7515
H 28.5065 -10.5201 31.7454
H 29.1007 -10.1509 33.2766
H 27.4390 -9.6411 32.9264
H 26.1060 -11.6117 32.0530
H 25.5749 -11.8495 33.6692
H 27.0384 -13.7921 31.7310
H 25.4463 -14.0943 32.4369
H 27.7063 -13.7787 34.1814
H 28.3422 -15.6209 32.9419
H 26.6159 -16.1482 33.0681
H 28.0430 -17.4747 34.6827
H 26.9816 -16.5348 35.6321
H 30.2007 -15.8854 37.0978
H 29.6899 -17.4441 36.8455
H 28.5656 -16.2240 37.5141
C 23.0686 0.7559 34.9333
O 22.5700 -0.0919 35.9939
C 21.2206 0.4028 36.3436
C 20.5139 -0.3585 37.4115
N 19.3780 0.4199 37.9064
C 18.5641 -0.3249 38.9476
C 17.5797 0.4513 39.7786
O 18.3641 1.3840 40.6371
C 17.9141 2.6724 40.7805
H 23.2670 1.8059 35.1485
H 22.5454 0.6263 33.9860
H 24.1078 0.4508 34.8097
H 20.6522 0.4028 35.4135
H 21.3551 1.4481 36.6217
H 21.1194 -0.6726 38.2618
H 20.1564 -1.2665 36.9258
H 19.4335 1.3979 38.1524
H 19.1769 -1.0428 39.4926
H 17.9941 -1.1876 38.6026
H 17.1585 -0.2812 40.4672
H 16.8649 0.9398 39.1164
H 18.5533 3.2472 40.1103
H 18.0531 3.0118 41.8070
H 16.9039 2.8708 40.4223
C 14.6836 -4.1400 40.8679
O 15.8976 -4.8821 41.0235
C 15.8164 -6.1138 41.7198
C 17.1956 -6.8852 41.4864
N 17.3525 -7.9728 42.4875
C 18.5629 -8.8002 42.1728
C 20.0663 -8.3076 42.2192
O 20.6172 -7.8152 43.4536
C 21.9806 -7.3950 43.3986
H 14.8029 -3.1096 40.5329
H 14.0773 -4.2075 41.7713
H 14.0243 -4.5404 40.0978
H 14.9488 -6.6692 41.3633
H 15.7321 -5.9725 42.7973
H 18.0734 -6.2403 41.4465
H 17.2070 -7.4151 40.5339
H 17.5053 -7.4953 43.3643
H 18.3251 -9.4225 41.3101
H 18.4746 -9.6325 42.8711
H 20.1075 -7.3970 41.6216
H 20.8173 -9.0254 41.8893
H 22.4261 -7.1235 44.3556
H 21.9979 -6.3975 42.9595
H 22.7250 -8.0134 42.8970
C 20.5360 -9.6173 34.9891
O 20.1682 -8.9020 33.8696
C 20.8041 -7.6950 33.8793
C 20.3276 -7.1054 32.5021
N 20.7227 -7.8959 31.3992
C 22.1308 -8.1379 31.1825
C 22.2432 -8.6223 29.7306
O 23.6063 -8.8900 29.3924
C 23.6379 -9.2445 28.0537
H 19.8575 -10.4700 34.9619
H 20.3185 -9.0509 35.8946
H 21.6139 -9.7685 34.9308
H 21.8786 -7.7819 34.0408
H 20.3989 -6.9920 34.6072
H 20.7632 -6.1315 32.2786
H 19.2699 -6.8486 32.5614
H 20.3787 -8.7160 31.8779
H 22.5919 -8.8915 31.8210
H 22.7902 -7.2775 31.2966
H 21.6671 -7.8704 29.1914
H 21.6694 -9.5250 29.5209
H 24.6887 -9.0370 27.8517
H 22.9724 -8.7181 27.3695
H 23.5048 -10.3187 27.9253
*
```

Values from the calculation:
E_HOMO in hartree: -0.3038
HOMO-LUMO gap in eV: 8.52
SMILES: CC1(C)CCCC(C)(C)N1O.COC[C@H](C)N.COC[C@H](C)N.COC[C@H](C)N.COCCNCCOC.COCCNCCOC.COCCNCCOC.COCCNCCOC.COCCNCCOC.COCCNCCOC.COCCNCCOC
Energy in Ha: -4450.3067
Relative energy (zero: lowest compared OMol25 entry of this formula, charge and spin) in kJ/mol: 747.6

***

(2)
ORCA calculation (wB97M-V/def2-TZVPD) on a molecular structure, C12H14I2N2Os in a non-equilibrium geometry.

```
! RIJCOSX wB97M-V def2-TZVPD def2/J DEFGRID3
* xyz 2 5
C 1.3500 2.5780 0.7437
C 2.4626 1.4290 0.5563
H 1.1456 3.0905 -0.1994
H 1.7801 3.2856 1.4597
H 0.3096 2.3594 1.1999
H 2.5643 1.0108 -0.4315
H 3.3716 1.9827 0.8096
H 2.4535 0.6462 1.4391
C -1.8471 1.8703 0.1054
C -3.1539 1.6830 -0.3238
C -3.5061 0.5067 -0.9861
C -2.5255 -0.4547 -1.1895
H -1.5362 2.7633 0.6546
H -3.8661 2.4703 -0.1048
H -4.5251 0.3518 -1.3283
H -2.7202 -1.4156 -1.6579
N -0.9015 0.9223 -0.0928
C -1.2162 -0.2189 -0.7625
C -0.1593 -1.2210 -0.7968
N 1.0284 -0.8251 -0.2679
C 2.0497 -1.7053 -0.1805
C 0.6446 -3.4683 -1.0338
C 1.8873 -3.0241 -0.5888
H 2.9608 -1.3329 0.2864
H 2.7282 -3.7019 -0.4773
C -0.3894 -2.5552 -1.1402
H -1.4117 -2.8260 -1.3845
H 0.4844 -4.5159 -1.2778
Os 0.7928 0.7480 1.1530
I 0.5931 1.3983 3.6164
I -0.8483 -1.8313 2.1999
*
```

Values from the calculation:
E_HOMO (spin up / spin down) in hartree: -0.5178 / -0.5776
HOMO-LUMO gap (spin up / spin down) in eV: 6.35 / 6.19
⟨S²⟩: 6.0189
Energy in Ha: -1260.4416
Relative energy (zero: lowest compared OMol25 entry of this formula, charge and spin) in kJ/mol: 137.4

***

(3)
ORCA calculation (wB97M-V/def2-TZVPD) on 11 unconnected molecules or ions with the total composition C4H26N2O10 in a non-equilibrium geometry.

```
! RIJCOSX wB97M-V def2-TZVPD def2/J DEFGRID3
* xyz 1 2
C 2.3166 -0.2514 1.9898
C 1.8395 -0.4799 0.6025
C 2.2932 -1.4533 -0.3355
N 1.6920 -1.1123 -1.5060
C 0.7613 -0.1537 -1.2539
N 0.8784 0.2359 0.0105
H 3.1826 0.4161 1.9334
H 1.5682 -0.0051 2.7404
H 2.7904 -1.1650 2.3587
H 2.8015 -2.3859 -0.1636
H 1.9791 -1.4939 -2.3910
H 0.0788 0.0843 -2.0584
H -3.2699 0.4035 -2.6653
H -3.4553 -0.4506 -1.3222
O -3.3555 -0.4757 -2.2908
H 0.7334 2.0095 0.9672
H 1.4424 2.5682 2.1783
O 0.5853 2.5743 1.7441
H -2.1034 -3.1671 1.1678
H -1.8121 -2.6630 -0.2924
O -2.3211 -3.2919 0.2259
H -3.4223 -1.9329 0.3900
H -4.0871 -0.6485 1.0325
O -3.4047 -0.9256 0.4050
H 2.4369 2.1660 -2.8827
H 1.1844 2.6386 -2.0258
O 1.8405 1.9260 -2.1674
H -0.3180 3.9735 -0.4059
H -0.7823 2.5651 -0.8007
O -0.2827 3.3287 -1.1196
H 2.9988 3.3327 0.4976
H 2.8445 2.1712 -0.6451
O 3.3051 2.5010 0.1399
H -0.7460 -2.4473 -2.7157
H -1.9459 -1.4751 -2.4479
O -1.1311 -1.8748 -2.0391
H -1.9100 0.0841 1.4033
H -0.3663 0.7215 1.6704
O -1.1809 0.3066 1.9899
H -1.5631 -1.3586 2.4808
H -0.6072 -2.4725 2.9781
O -1.4879 -2.3228 2.6234
*
```

Values from the calculation:
E_HOMO (spin up / spin down) in hartree: -0.5023 / -0.5023
HOMO-LUMO gap (spin up / spin down) in eV: 10.15 / 6.37
⟨S²⟩: 0.7593
Energy in Ha: -1029.6480
Relative energy (zero: lowest compared OMol25 entry of this formula, charge and spin) in kJ/mol: 0.0

***

(4)
ORCA calculation (wB97M-V/def2-TZVPD) on 2 unconnected molecules or ions with the total composition C5H6O2S in a non-equilibrium geometry.

```
! RIJCOSX wB97M-V def2-TZVPD def2/J DEFGRID3
* xyz 0 1
C -1.1311 -0.5487 -1.4961
C -0.7723 -1.7597 -1.0788
C 1.7076 0.7808 1.1482
C -1.1239 0.5061 -0.4446
C -0.7516 -0.1621 0.8023
O 1.6243 1.6234 0.2796
O 2.8283 0.6068 1.9042
S -0.4462 -1.8370 0.6373
H -1.4218 -0.3249 -2.5074
H -0.6829 -2.6674 -1.6442
H -0.8792 0.2335 1.7898
H -0.3692 1.2926 -0.6555
H -2.0927 1.0131 -0.3522
H 3.5105 1.2434 1.6173
*
```

Values from the calculation:
E_HOMO (spin up / spin down) in hartree: -0.2527 / -0.3010
HOMO-LUMO gap (spin up / spin down) in eV: 6.17 / 8.23
Energy in Ha: -742.6676
Relative energy (zero: lowest compared OMol25 entry of this formula, charge and spin) in kJ/mol: 307.9

***

(5)
ORCA calculation (wB97M-V/def2-TZVPD) on 2 unconnected molecules or ions with the total composition C17H10ClF2N2O4S2 in a non-equilibrium geometry.

```
! RIJCOSX wB97M-V def2-TZVPD def2/J DEFGRID3
* xyz -1 1
N -5.7503 4.6723 -0.2513
C -4.7403 4.0735 -0.1598
C -3.5218 3.3308 -0.0051
C -3.5703 1.9280 0.0240
C -2.3782 1.1951 0.0965
C -1.1571 1.8759 0.2508
S 0.2751 0.8729 0.7881
C -0.2259 0.3171 2.4222
Cl -0.5428 1.6779 3.3819
O 0.3521 -0.3323 0.0048
O 1.3257 1.8737 0.7602
C -1.1099 3.2853 0.2772
C -2.3031 3.9991 0.1812
H -4.5351 1.4091 -0.0389
H -2.4088 0.1069 -0.0086
H -1.1510 -0.2852 2.3894
H -0.1632 3.8276 0.3314
H -2.2937 5.0912 0.2282
F -0.5271 -4.4150 4.4340
C 0.1679 -3.2277 4.6978
F 1.5273 -3.4648 4.5656
S -0.3279 -1.9065 3.6163
N 2.4017 -0.9670 5.7881
C 3.7867 -1.1667 5.7307
O 4.4299 -2.1228 6.1278
C 4.3393 -0.1183 4.8107
C 3.2934 0.2524 3.9705
C 3.5823 1.0255 2.8392
C 4.9500 1.2977 2.5275
C 5.9843 0.8234 3.3461
C 5.6698 0.1514 4.5386
C 2.1161 -0.4915 4.5622
O 1.0458 -0.7085 3.8057
H 0.0173 -2.9651 5.7650
H 2.7780 1.5424 2.3331
H 5.2448 1.8602 1.6391
H 7.0406 0.8974 3.0342
H 6.4487 -0.2500 5.2006
*
```

Values from the calculation:
E_HOMO in hartree: -0.1543
HOMO-LUMO gap in eV: 6.01
Energy in Ha: -2520.4667
Relative energy (zero: lowest compared OMol25 entry of this formula, charge and spin) in kJ/mol: 149.1

***

(6)
ORCA calculation (wB97M-V/def2-TZVPD) on a molecular structure, C4H7O3Tl in a non-equilibrium geometry.

```
! RIJCOSX wB97M-V def2-TZVPD def2/J DEFGRID3
* xyz 3 2
C 0.6515 -0.6227 -0.6986
C 1.1219 -1.5734 0.3665
H 1.2432 -0.6817 -1.6168
H -0.4033 -0.7584 -0.9570
H 2.2113 -1.5227 0.4862
H 0.8491 -2.5889 0.0508
H 0.6465 -1.3653 1.3326
O 0.4080 2.8745 -0.2408
Tl 2.2994 2.2677 0.1516
O 0.8266 0.7636 -0.2152
C -0.0589 1.7450 -0.3161
O -1.8309 1.3690 0.0819
C -2.4697 0.3040 0.4224
H -3.4493 0.1444 -0.0406
H -2.0454 -0.3552 1.1930
*
```

Values from the calculation:
E_HOMO (spin up / spin down) in hartree: -0.9123 / -0.9125
HOMO-LUMO gap (spin up / spin down) in eV: 7.81 / 5.61
⟨S²⟩: 0.8057
Energy in Ha: -553.2366

***

(7)
ORCA calculation (wB97M-V/def2-TZVPD) on a gas-phase ion, C8H13O (charge +1) in a non-equilibrium geometry.

```
! RIJCOSX wB97M-V def2-TZVPD def2/J DEFGRID3
* xyz 1 1
C 0.7381 -0.2863 0.1274
C -0.6823 -0.2335 0.0650
C 1.3842 1.1462 -0.0497
C 0.1825 2.0880 -0.0656
C -1.1338 1.2831 0.1701
C -1.4893 -1.3001 0.1067
C -2.9481 -1.3848 -0.0667
C 2.9358 -1.1225 0.0049
O 1.5319 -1.3299 0.2100
H 2.1120 1.2971 0.6749
H 1.6221 0.9848 -1.1436
H 0.3455 2.7516 0.7872
H 0.0064 2.6836 -0.9272
H -1.5847 1.4986 1.1402
H -1.9103 1.5042 -0.6759
H -0.9171 -2.1966 0.1034
H -3.1254 -2.2449 -0.8514
H -3.1966 -0.3664 -0.4438
H -3.5598 -1.5249 0.9135
H 3.2710 -2.0969 -0.3895
H 3.0579 -0.2643 -0.7078
H 3.3597 -0.8860 1.0178
*
```

Values from the calculation:
E_HOMO in hartree: -0.5267
HOMO-LUMO gap in eV: 9.11
Energy in Ha: -387.5364
Relative energy (zero: lowest compared OMol25 entry of this formula, charge and spin) in kJ/mol: 0.0